{
  "formula": "C46H64N6O5ReS3",
  "method": "ωB97M-V/def2-TZVPD",
  "symbols": ["Re", "C", "C", "C", "C", "C", "C", "C", "C", "C", "C", "C", "C", "N", "C", "O", "C", "C", "C", "C", "C", "N", "C", "O", "N", "C", "C", "C", "C", "C", "C", "C", "C", "C", "C", "C", "C", "H", "H", "H", "H", "H", "H", "H", "H", "H", "H", "H", "H", "H", "H", "H", "H", "H", "H", "H", "H", "H", "H", "H", "H", "H", "H", "H", "H", "H", "H", "H", "H", "H", "H", "H", "H", "H", "S", "C", "C", "C", "C", "C", "N", "H", "H", "H", "H", "C", "S", "O", "O", "O", "H", "H", "H", "C", "C", "C", "C", "N", "C", "S", "N", "C", "C", "C", "C", "H", "H", "H", "H", "H", "H", "H", "H", "H", "H", "H", "H", "H", "H", "H", "H", "H", "H", "H", "H"],
  "positions_angstrom": [[-1.350267, -0.791156, 0.029570], [-4.142191, -1.325683, 4.706564], [-2.968061, -1.830838, 3.854833], [-1.975747, -2.600912, 4.738871], [-3.494316, -2.701233, 2.727605], [-3.883511, -3.998912, 3.036442], [-4.398597, -4.846556, 2.075964], [-4.601212, -4.381807, 0.789322], [-4.245076, -3.089897, 0.437135], [-4.671552, -2.525004, -0.900528], [-4.544847, -3.524684, -2.049921], [-6.119721, -2.035528, -0.751522], [-3.637028, -2.257934, 1.396377], [-3.158686, -0.968437, 1.006524], [-3.738600, 0.143063, 1.523406], [-4.851898, 0.211022, 2.005937], [-2.856196, 1.341127, 1.419885], [-3.159669, 2.510158, 2.076614], [-2.280204, 3.575758, 1.975227], [-1.176064, 3.438009, 1.158994], [-0.944474, 2.247145, 0.480546], [-1.754408, 1.184246, 0.658040], [0.117562, 2.316059, -0.598794], [0.887574, 3.278003, -0.565957], [0.104404, 1.357996, -1.514986], [0.383486, 1.596242, -2.849181], [1.434857, 0.925411, -3.527909], [1.457159, 0.924722, -4.915337], [0.527952, 1.632409, -5.659720], [-0.363811, 2.456709, -4.997540], [-0.446759, 2.475003, -3.613870], [-1.294878, 3.542246, -2.948407], [-0.411554, 4.796715, -2.838141], [-2.592776, 3.881699, -3.684035], [2.633144, 0.339939, -2.801279], [3.205399, 1.325558, -1.775658], [2.353573, -1.000355, -2.136228], [-3.774925, -0.712063, 5.532568], [-4.695376, -2.169169, 5.124105], [-4.828478, -0.732164, 4.110803], [-2.443508, -0.979348, 3.419533], [-2.498334, -3.177256, 5.503099], [-1.306444, -1.903516, 5.245239], [-1.384628, -3.283850, 4.129322], [-3.776568, -4.348523, 4.054858], [-4.669961, -5.861381, 2.337130], [-5.055509, -5.034491, 0.055645], [-4.060030, -1.657370, -1.124385], [-5.303864, -4.304489, -1.977494], [-3.561107, -3.995242, -2.042578], [-4.678044, -3.016759, -3.006581], [-6.782702, -2.880854, -0.559790], [-6.453897, -1.526085, -1.658100], [-6.199160, -1.344200, 0.088587], [-4.072162, 2.558686, 2.652707], [-2.463280, 4.503313, 2.500111], [-0.460789, 4.231038, 0.995010], [2.246382, 0.381742, -5.423950], [0.543868, 1.599390, -6.742064], [-1.010933, 3.103728, -5.577373], [-1.556287, 3.217506, -1.939511], [-0.074792, 5.099428, -3.831048], [0.461810, 4.583971, -2.225233], [-0.960023, 5.627506, -2.387455], [-2.395390, 4.426076, -4.607663], [-3.210888, 4.522023, -3.053476], [-3.165810, 2.984152, -3.924258], [3.401326, 0.175777, -3.564344], [2.546177, 1.416679, -0.913671], [3.328639, 2.317607, -2.211829], [4.180117, 0.974034, -1.426616], [1.606213, -0.894516, -1.353636], [3.265950, -1.378334, -1.671938], [2.005194, -1.736847, -2.860815], [-0.864468, -2.811841, -1.235869], [-1.584926, -1.822554, -2.463599], [-1.754635, -2.100476, -3.809907], [-2.517828, -1.234719, -4.568658], [-3.080968, -0.111833, -3.968876], [-2.804369, 0.150432, -2.648240], [-2.062528, -0.680432, -1.909488], [-1.303286, -2.988540, -4.228137], [-2.697715, -1.437610, -5.615386], [-3.694901, 0.569403, -4.537610], [-3.192052, 1.024482, -2.140268], [1.281834, -2.387321, 3.367220], [0.311160, -2.661695, 1.879308], [1.227116, -2.562555, 0.754263], [-0.343485, -3.932075, 1.999653], [-0.656127, -1.504586, 1.884109], [2.258815, -2.838884, 3.218142], [0.769836, -2.855727, 4.202362], [1.368123, -1.315129, 3.522505], [4.917477, 3.649409, 0.740299], [4.134875, 4.349501, 1.852981], [2.868712, 3.603146, 2.282139], [3.116572, 2.354031, 3.135143], [3.668841, 1.211575, 2.420436], [2.945339, 0.390173, 1.634446], [1.288547, 0.673662, 1.415524], [3.568559, -0.635279, 1.054420], [4.972385, -0.937370, 1.256814], [5.417823, -2.103814, 0.379831], [6.935935, -2.127979, 0.197720], [7.709617, -2.250033, 1.509368], [5.671588, 4.320429, 0.327985], [4.240874, 3.356259, -0.064273], [5.426708, 2.756447, 1.102667], [3.833230, 5.334590, 1.490748], [4.779442, 4.502680, 2.724984], [2.285444, 3.327890, 1.400921], [2.253346, 4.273923, 2.889135], [2.166756, 2.033513, 3.564333], [3.808765, 2.587462, 3.947652], [4.669191, 1.110339, 2.415145], [2.947058, -1.376679, 0.732806], [5.166250, -1.171464, 2.311967], [5.566143, -0.055534, 0.982997], [4.946649, -2.001327, -0.599449], [5.075812, -3.047709, 0.811956], [7.244893, -1.214115, -0.317663], [7.195199, -2.969900, -0.447107], [7.535357, -1.388855, 2.155164], [8.778983, -2.306866, 1.307198], [7.418242, -3.152954, 2.048436]],
  "forces_ev_per_a": [[-0.0876, -0.2954, 0.8585], [0.1380, 0.0812, -0.0584], [-0.1932, -0.1123, 0.0369], [0.0438, 0.1388, -0.2054], [0.1387, 0.2561, -0.2311], [-0.0648, 0.0123, -0.0338], [-0.0578, 0.0000, 0.0536], [0.0547, -0.0693, -0.0145], [0.0900, 0.4220, 0.0480], [-0.2061, -0.2307, 0.0402], [0.0733, 0.1246, 0.0662], [0.1284, 0.1149, -0.0498], [-0.3236, -0.7405, 0.1994], [1.1318, -0.2368, -0.7065], [-0.2834, 0.1301, -0.1313], [0.0985, -0.0252, 0.1151], [0.0140, 0.0769, 0.1113], [-0.1910, -0.0864, 0.0249], [0.1922, -0.0465, -0.1489], [-0.0553, 0.0478, 0.1617], [-0.0964, 0.1948, -0.1002], [0.0693, 0.7277, 0.0969], [1.0383, -0.5359, -0.7514], [-0.2151, 0.5751, 0.1771], [-1.3488, -0.6534, 1.2692], [0.2437, 0.1352, -0.9964], [-0.1282, 0.1997, 0.2561], [-0.0528, -0.0092, -0.1290], [0.0695, -0.0014, -0.0584], [-0.0761, -0.0745, -0.0975], [0.1691, -0.3268, 0.3723], [0.1737, 0.0993, -0.1831], [-0.1019, 0.0343, 0.1415], [0.0726, -0.1112, 0.1554], [-0.1172, -0.0344, 0.2402], [0.0249, -0.0341, -0.1281], [0.0076, -0.0261, -0.0812], [0.0016, -0.0201, 0.0256], [0.0329, -0.0208, 0.0301], [-0.0924, 0.0461, -0.0133], [-0.0354, -0.0092, 0.0512], [0.0128, -0.0401, 0.0115], [-0.0203, 0.0026, 0.0765], [0.0013, -0.0301, 0.1157], [0.0409, -0.0290, -0.0042], [-0.0083, -0.0030, -0.0019], [-0.0021, 0.0198, -0.0266], [0.0246, -0.0005, 0.0047], [0.0047, -0.0287, -0.0364], [0.0033, -0.0569, -0.0470], [-0.0483, -0.0123, -0.0222], [-0.0281, -0.0062, -0.0037], [-0.0291, -0.0226, -0.0239], [-0.0476, 0.0233, -0.0093], [-0.0197, -0.0864, -0.0009], [-0.0289, 0.0039, 0.0183], [-0.0074, -0.0150, -0.0405], [0.0142, -0.0172, 0.0160], [0.0417, 0.0235, 0.0059], [-0.0091, 0.0015, 0.0101], [-0.0662, -0.0424, -0.0076], [-0.0713, 0.0300, -0.0554], [-0.0143, 0.0679, -0.0567], [-0.0362, 0.0323, -0.0006], [-0.0387, -0.0248, -0.0388], [-0.0312, 0.0449, -0.0204], [-0.0381, -0.0034, -0.0546], [-0.0553, 0.0249, -0.0437], [0.0099, 0.0473, -0.0305], [0.0182, 0.0200, 0.0043], [0.0428, -0.0204, 0.0070], [-0.0782, -0.0142, 0.0855], [-0.0291, -0.0746, -0.0361], [-0.0528, -0.0737, -0.0007], [0.1167, 0.4164, 0.3080], [-0.2743, 0.1775, 0.1668], [0.0336, 0.0094, -0.1842], [0.0653, -0.0461, 0.1859], [0.0323, 0.1200, -0.0818], [-0.0570, 0.3572, 0.1604], [-0.1898, -0.2206, -0.8632], [-0.0468, -0.0392, 0.0116], [0.0345, -0.0001, -0.0241], [-0.0109, 0.0550, 0.0362], [0.0687, 0.0627, -0.0361], [-0.4446, 0.0778, -0.2187], [1.8276, -0.9486, 0.4202], [0.0592, 0.2227, 0.2279], [-0.3540, 0.0454, 0.1091], [-0.7453, 0.3629, -0.7572], [-0.0321, -0.0665, -0.0976], [0.0079, 0.0067, 0.0023], [0.0638, 0.0575, -0.0546], [-0.0964, 0.1705, 0.0921], [-0.1374, -0.2001, -0.0816], [0.2605, -0.0898, 0.0956], [-0.1968, 0.2691, -0.2173], [0.1464, -0.1096, -0.1595], [-0.5381, 0.5155, 0.3479], [0.3822, -0.2468, 0.4933], [0.0160, -0.5313, -0.0171], [0.0113, -0.1398, -0.0598], [0.1285, 0.1653, -0.0357], [-0.0775, -0.1018, 0.1840], [-0.0339, -0.0054, -0.2103], [0.0574, -0.0548, -0.0281], [0.0348, -0.0332, -0.0194], [0.0511, -0.0378, -0.0592], [0.0526, 0.0345, 0.0466], [0.0112, 0.1196, -0.0100], [-0.0636, 0.0397, 0.0221], [-0.0448, -0.0003, -0.0121], [0.0731, -0.0183, 0.0793], [0.0000, -0.0511, 0.0089], [-0.0174, -0.0703, 0.0777], [0.0456, 0.1932, -0.1576], [0.0461, 0.1220, -0.0193], [-0.0055, -0.0200, 0.0294], [-0.0125, -0.0371, 0.0279], [-0.0538, -0.0058, -0.0099], [-0.0030, -0.0325, -0.0670], [0.0164, 0.0535, -0.0610], [0.0363, -0.0152, 0.0612], [0.0261, 0.0035, 0.0861], [-0.0035, 0.0069, 0.0552]],
  "e_lumo_ev": [-0.72, -1.64],
  "multiplicity": 4,
  "charge": 0,
  "e_above_lowest_kcal_mol": 39.5,
  "max_force_ev_per_a": 2.10
}